Entry 1:
{"formula": "C5H10OS", "method": "wB97M-V/def2-TZVPD", "elements": ["C", "C", "C", "C", "C", "H", "H", "H", "H", "H", "H", "H", "H", "H", "H", "O", "S"], "positions_angstrom": [[-2.309, -0.016, -0.537], [-1.390, -1.024, 0.179], [0.922, 0.589, 0.532], [0.725, 1.836, 0.121], [2.160, -0.153, 0.097], [-2.981, -0.513, -1.277], [-2.855, 0.597, 0.187], [-1.651, 0.640, -1.159], [-0.687, -1.489, -0.505], [-1.933, -1.857, 0.667], [-0.160, 2.446, 0.320], [1.382, 2.392, -0.572], [2.623, 0.269, -0.843], [2.905, -0.123, 0.925], [1.666, -1.850, 0.627], [1.960, -1.528, -0.236], [-0.377, -0.218, 1.474]], "gap_ha": 0.359, "homo_energy_ev": -9.0, "lumo_ev": 0.79, "smiles": "C=C(CO)SCC", "e_tot_ev": -18228.71922}

***

Entry 2:
{"formula": "C4H8O2", "method": "wB97M-V/def2-TZVPD", "elements": ["C", "O", "C", "C", "O", "C", "H", "H", "H", "H", "H", "H", "H", "H"], "positions_angstrom": [[1.932, -0.024, 0.541], [0.744, 0.719, 0.632], [-0.208, 0.453, -0.357], [-0.762, -0.975, -0.546], [-2.096, -0.527, -0.268], [-1.619, 0.765, 0.135], [1.766, -1.074, 0.822], [2.376, 0.006, -0.464], [2.637, 0.420, 1.249], [0.070, 0.925, -1.311], [-0.405, -1.706, 0.191], [-0.680, -1.399, -1.554], [-1.626, 0.888, 1.226], [-2.170, 1.582, -0.340]], "gap_ha": 0.395, "homo_energy_ev": -9.7, "lumo_ev": 1.03, "smiles": "COC1COC1", "e_tot_ev": -8370.76366}

***

Entry 3:
{"formula": "C39H33AsCl3F10N6O9SSi2TeTi", "method": "wB97M-V/def2-TZVPD", "elements": ["Ti", "C", "C", "C", "C", "C", "C", "C", "S", "O", "O", "N", "C", "C", "C", "C", "C", "N", "H", "H", "H", "H", "H", "H", "H", "H", "H", "H", "H", "O", "C", "C", "O", "C", "C", "O", "C", "O", "O", "F", "As", "F", "F", "F", "F", "F", "F", "C", "C", "F", "C", "C", "C", "F", "C", "C", "C", "N", "C", "N", "F", "C", "C", "N", "C", "N", "C", "Si", "C", "C", "C", "Te", "C", "Si", "C", "C", "C", "H", "H", "H", "H", "H", "H", "H", "H", "H", "H", "H", "H", "H", "H", "H", "H", "H", "H", "H", "H", "H", "H", "Cl", "C", "Cl", "Cl", "C", "O", "O"], "positions_angstrom": [[-0.491, 0.243, -0.119], [-6.112, -4.740, 5.084], [-5.118, -4.274, 4.059], [-4.030, -5.053, 3.693], [-3.078, -4.582, 2.805], [-3.216, -3.313, 2.254], [-4.338, -2.550, 2.564], [-5.271, -3.028, 3.460], [-1.700, -1.278, 2.074], [-2.229, -2.799, 1.467], [-1.266, -1.539, 3.437], [-0.369, -1.266, 1.081], [0.512, -2.279, 1.009], [0.610, -3.277, 2.011], [1.508, -4.299, 1.857], [2.311, -4.346, 0.715], [2.176, -3.324, -0.197], [1.322, -2.316, -0.068], [-5.761, -5.633, 5.595], [-7.070, -4.959, 4.614], [-6.272, -3.959, 5.826], [-3.906, -6.033, 4.136], [-2.219, -5.179, 2.542], [-4.471, -1.594, 2.081], [-6.124, -2.414, 3.712], [-0.016, -3.201, 2.884], [1.597, -5.065, 2.615], [3.017, -5.146, 0.554], [2.777, -3.292, -1.098], [-4.576, -3.365, -2.398], [-3.781, -2.554, -1.995], [-4.007, -1.504, -0.920], [-5.084, -1.276, -0.355], [-2.730, -0.910, -0.757], [-1.755, -1.435, -1.654], [-0.570, -0.847, -1.557], [-2.318, -2.423, -2.492], [-1.885, -3.086, -3.434], [-2.317, 0.046, 0.037], [0.095, 1.913, -1.062], [-0.621, 2.108, -2.716], [-0.171, 0.583, -3.511], [1.034, 2.600, -3.241], [-1.331, 2.547, -4.279], [-0.836, 3.788, -2.264], [-2.042, 1.311, -2.207], [-2.085, 2.797, -0.262], [-3.444, 2.768, -0.195], [-4.150, 3.122, -1.318], [-3.457, 3.424, -2.437], [-5.565, 3.164, -1.328], [-6.168, 2.789, -0.101], [-5.450, 2.453, 1.020], [-6.133, 2.159, 2.140], [-4.042, 2.413, 1.031], [-3.265, 2.021, 2.167], [-1.943, 1.689, 1.986], [-0.851, 1.358, 1.741], [-3.821, 1.868, 3.442], [-4.258, 1.792, 4.504], [-7.510, 2.794, 0.003], [-6.317, 3.591, -2.448], [-5.758, 4.155, -3.602], [-5.413, 4.676, -4.569], [-7.713, 3.574, -2.494], [-8.860, 3.605, -2.612], [1.095, -3.109, -3.459], [2.540, -2.207, -4.279], [2.464, -2.546, -6.166], [4.221, -2.869, -3.621], [2.603, -0.314, -4.040], [2.048, -0.147, -1.959], [4.088, 0.477, -1.547], [4.426, 2.342, -1.862], [6.241, 2.614, -1.275], [4.352, 2.757, -3.730], [3.315, 3.521, -0.871], [1.301, -4.164, -3.297], [0.187, -3.049, -4.055], [0.857, -2.666, -2.494], [2.622, -3.600, -6.362], [3.208, -1.989, -6.724], [1.488, -2.284, -6.559], [4.296, -3.942, -3.760], [4.324, -2.657, -2.560], [5.066, -2.415, -4.130], [1.860, 0.186, -4.656], [3.583, 0.107, -4.236], [4.742, -0.136, -2.161], [4.294, 0.250, -0.506], [6.948, 1.979, -1.800], [6.347, 2.417, -0.212], [6.540, 3.643, -1.445], [5.001, 2.123, -4.328], [4.651, 3.787, -3.902], [3.337, 2.649, -4.097], [3.333, 3.304, 0.194], [2.278, 3.457, -1.198], [3.626, 4.556, -0.994], [1.756, -0.076, 3.666], [2.869, 0.420, 2.361], [4.160, 1.432, 2.954], [3.547, -1.015, 1.606], [1.930, 1.221, 1.386], [1.766, 2.396, 1.608], [1.436, 0.490, 0.484]], "gap_ha": [0.226, 0.200], "homo_energy_ev": [-3.0, -3.8], "lumo_ev": [3.18, 1.66], "e_tot_ev": -250931.56007, "spin_multiplicity": 4, "total_charge": -2}

***

Entry 4:
{"formula": "C42H43Cl2N7O7SSiV", "method": "wB97M-V/def2-TZVPD", "elements": ["V", "C", "N", "C", "C", "N", "C", "C", "C", "C", "C", "C", "N", "C", "N", "C", "C", "C", "C", "C", "C", "N", "H", "H", "H", "H", "H", "H", "H", "H", "H", "H", "H", "H", "H", "H", "H", "C", "C", "C", "C", "C", "C", "C", "S", "O", "O", "N", "C", "C", "O", "O", "H", "H", "H", "H", "H", "H", "H", "H", "H", "C", "Si", "C", "C", "O", "H", "H", "H", "H", "H", "H", "H", "H", "H", "Cl", "C", "C", "C", "C", "C", "Cl", "C", "N", "C", "C", "C", "C", "C", "C", "C", "C", "O", "O", "H", "H", "H", "H", "H", "H", "H", "H", "H", "H"], "positions_angstrom": [[0.391, 1.617, 0.157], [-1.452, 1.703, 3.235], [-1.363, 2.407, 1.936], [-2.571, 3.082, 1.511], [-3.572, 2.372, 0.636], [-3.686, 1.138, 0.266], [-4.835, 1.086, -0.503], [-5.417, 0.001, -1.150], [-6.577, 0.220, -1.874], [-7.154, 1.492, -1.959], [-6.589, 2.585, -1.320], [-5.429, 2.356, -0.594], [-4.607, 3.163, 0.156], [-2.171, 0.389, 3.038], [-1.604, -0.333, 1.895], [-1.344, -2.183, 2.893], [-0.485, -3.346, 2.430], [0.210, -3.913, 3.642], [-0.221, -3.603, 4.892], [-1.169, -2.582, 5.286], [-1.625, -1.757, 4.279], [-2.054, -0.481, 4.283], [-0.431, 1.677, 3.637], [-2.028, 2.327, 3.940], [-0.630, 3.102, 2.026], [-3.145, 3.436, 2.381], [-2.271, 3.970, 0.942], [-4.954, -0.977, -1.084], [-7.048, -0.607, -2.393], [-8.059, 1.627, -2.541], [-7.035, 3.569, -1.394], [-4.655, 4.162, 0.234], [-1.014, -4.138, 1.901], [0.934, -4.710, 3.522], [0.249, -4.145, 5.711], [-1.219, -2.289, 6.330], [-2.152, -0.021, 5.174], [2.842, 1.330, -7.085], [1.994, 1.691, -5.893], [1.198, 2.833, -5.903], [0.434, 3.176, -4.799], [0.477, 2.385, -3.660], [1.267, 1.245, -3.629], [2.011, 0.903, -4.747], [-0.522, 2.820, -2.240], [-1.580, 3.637, -2.798], [0.342, 3.491, -1.254], [-0.924, 1.514, -1.502], [-1.530, 0.409, -2.203], [-0.920, -0.941, -1.864], [-0.983, -1.879, -2.627], [-0.452, -1.023, -0.617], [2.419, 1.732, -8.007], [2.930, 0.248, -7.191], [3.852, 1.733, -6.979], [1.166, 3.454, -6.793], [-0.210, 4.046, -4.814], [1.339, 0.669, -2.711], [2.624, 0.008, -4.718], [-1.496, 0.508, -3.289], [-2.579, 0.294, -1.920], [4.728, 0.117, -1.424], [3.489, 1.496, -1.019], [3.607, 2.697, -2.484], [4.138, 2.499, 0.448], [2.043, 0.859, -0.769], [5.667, 0.523, -1.822], [4.298, -0.547, -2.182], [4.963, -0.489, -0.547], [4.569, 3.222, -2.430], [2.807, 3.443, -2.437], [3.550, 2.199, -3.457], [5.234, 2.533, 0.462], [3.780, 2.098, 1.399], [3.775, 3.531, 0.384], [3.891, -0.904, 2.500], [3.773, -2.606, 2.196], [4.816, -3.416, 2.599], [4.761, -4.783, 2.385], [3.670, -5.307, 1.714], [2.644, -4.481, 1.288], [1.430, -5.243, 0.299], [2.610, -3.094, 1.564], [1.629, -2.212, 1.201], [0.180, -2.302, 1.381], [-0.462, -2.373, -0.041], [-1.874, -2.864, -0.113], [-2.767, -2.413, 0.755], [-2.433, -1.601, 1.958], [-0.375, -1.146, 2.325], [0.704, -0.627, 3.280], [1.435, 0.676, 2.997], [2.134, 1.168, 3.881], [1.245, 1.182, 1.841], [5.660, -2.958, 3.097], [5.568, -5.426, 2.713], [3.610, -6.362, 1.483], [1.935, -1.250, 1.099], [0.184, -2.980, -0.664], [-2.149, -3.510, -0.938], [-3.805, -2.724, 0.662], [-3.361, -1.374, 2.475], [1.471, -1.402, 3.376], [0.312, -0.523, 4.286]], "gap_ha": [0.158, 0.158], "homo_energy_ev": [-0.2, -0.2], "lumo_ev": [4.13, 4.13], "e_tot_ev": -138461.68078, "spin_multiplicity": 4, "total_charge": -2}